Entry 1:
Formula: C5H9N
Source: OMol25
Level of theory: ωB97M-V/def2-TZVPD

Energy above the lowest of the compared OMol25 structures with the same formula, charge and spin (kJ/mol): 659.36
E_LUMO (eV): -1.7
Spin multiplicity: 1
Max |F| (eV Å⁻¹): 3.1
Frontier orbital gap (eV): 5.985

Cartesian coordinates (Å):
N: 1.79087 -0.56697 0.48544
C: 0.75154 -0.02074 -0.18689
C: -0.66566 -0.07834 0.69724
C: -1.61183 0.31135 -0.21685
C: 0.98142 1.44218 -0.62693
C: -1.59726 -1.11341 0.08763
H: -0.06755 1.76003 -0.86126
H: -2.54978 0.81982 -0.06655
H: 2.07197 -1.41698 -0.00302
H: 0.51647 -0.55544 -1.12852
H: -1.08919 -1.99818 -0.28684
H: -0.46462 0.04715 1.74583
H: 1.53804 1.46797 -1.55112
H: 1.41124 2.12013 0.10444
H: -2.49471 -1.42127 0.61343

Entry 2:
Formula: C3H8NP
Source: OMol25
Level of theory: ωB97M-V/def2-TZVPD

Energy above the lowest of the compared OMol25 structures with the same formula, charge and spin (kJ/mol): 124.42
E_LUMO (alpha / beta) (eV): 1.1 / -1.9
Spin multiplicity: 3
Max |F| (eV Å⁻¹): 5.6
Frontier orbital gap (alpha / beta) (eV): 7.592 / 7.164

Cartesian coordinates (Å):
P: -1.59261 1.79462 1.04871
N: -0.32344 1.31974 0.29577
C: 0.08595 0.11696 -0.32421
C: -0.74034 -1.12722 -0.55688
C: 1.38463 -0.29164 0.30182
H: 1.83384 -1.00533 -0.37845
H: 2.12600 0.49642 0.40405
H: 1.16344 -0.74718 1.21240
H: -0.36218 -1.81724 0.08665
H: -0.77399 -1.41137 -1.62422
H: -1.79452 -0.95041 -0.37444
H: -0.06016 0.70326 -1.73361
H: -0.94662 2.91939 1.64241

Entry 3:
Formula: CH4BrNO
Source: OMol25
Level of theory: ωB97M-V/def2-TZVPD

Energy above the lowest of the compared OMol25 structures with the same formula, charge and spin (kJ/mol): 308.59
E_LUMO (alpha / beta) (eV): -1.3 / -1.3
Spin multiplicity: 1
Max |F| (eV Å⁻¹): 4.0
Frontier orbital gap (alpha / beta) (eV): 8.326 / 8.325

Cartesian coordinates (Å):
Br: -1.96552 -0.36765 -0.72705
O: 0.72586 0.76203 0.32871
N: -1.21011 1.17167 -0.33496
C: 0.92722 -0.53015 0.07209
H: -1.33233 1.60157 0.64957
H: 1.57167 -0.71987 -0.73738
H: 1.25791 -0.86331 1.02139
H: 0.02530 -1.05429 -0.27237

Entry 4:
Formula: C52H52As2N4O2S3SbV
Source: OMol25
Level of theory: ωB97M-V/def2-TZVPD

Energy above the lowest of the compared OMol25 structures with the same formula, charge and spin (kJ/mol): 275.56
Total charge: -1
E_LUMO (alpha / beta) (eV): 2.1 / 2.1
Spin multiplicity: 4
Max |F| (eV Å⁻¹): 3.0
Frontier orbital gap (alpha / beta) (eV): 5.987 / 6.882

Cartesian coordinates (Å):
Sb: -2.46335 -1.18313 2.44404
As: 1.60125 0.17677 3.36094
As: 2.40095 -1.41293 -0.26706
V: -1.96255 0.72087 -0.20966
S: -2.24045 2.17347 1.44304
S: -4.20785 0.88567 -0.56886
S: -0.97725 2.04617 -2.15916
O: -2.32335 2.23667 -2.63886
O: -0.51775 2.89897 -1.08786
N: -6.83635 6.26417 -2.08166
N: -4.24565 7.89247 0.45794
N: -0.68775 0.54447 -1.67746
N: -1.84645 -1.24753 -0.96676
C: 1.46085 2.59347 -3.30256
C: 4.52355 0.21877 -1.59636
C: -3.25015 -2.54873 -2.38966
C: 2.89225 2.52807 -6.79876
C: 0.12645 2.31837 -3.54036
C: 3.52165 0.22857 2.91514
C: -2.94865 -1.71533 -3.47516
C: 5.78305 0.40987 -2.13786
C: -2.63515 -3.18373 3.43124
C: 0.93685 0.43627 1.48764
C: 0.72505 -3.34383 5.50214
C: 6.39895 -1.81153 -1.49986
C: 0.11795 -3.03443 -3.38466
C: 0.72295 -2.76863 -2.16886
C: 5.69225 -0.69543 2.43044
C: -0.33015 2.16937 -4.83566
C: -4.24725 2.59837 -0.34706
C: 0.92865 -2.03863 5.08954
C: 1.05985 -1.02363 -4.27306
C: -2.69465 -2.25503 -1.16586
C: 0.29385 -2.16463 -4.44696
C: 1.64425 -0.75713 -3.04796
C: -2.11675 -0.63903 -3.28126
C: -5.16245 3.39497 -1.02336
C: -5.17275 4.77537 -0.83666
C: -6.08495 5.59037 -1.52936
C: -3.36655 4.55807 0.77144
C: 4.17765 -0.99133 -1.01116
C: 1.47305 -4.12603 3.37254
C: 6.72055 -0.60793 -2.10316
C: 1.90085 0.41057 0.30664
C: 0.55985 2.23787 -5.89276
C: -4.62295 -0.85133 2.18814
C: 1.90935 2.48537 -5.66656
C: 6.14705 0.54277 2.01534
C: -5.60085 -1.57423 3.09964
C: -3.23365 0.98707 4.61194
C: -2.09345 0.05807 4.24664
C: -3.34405 3.18717 0.56714
C: 4.38925 -0.85343 2.87634
C: 1.38495 -1.74763 3.80494
C: 5.14055 -1.99443 -0.95776
C: 2.34515 2.68507 -4.35846
C: 5.31035 1.64197 2.10544
C: 4.01465 1.48347 2.55974
C: -4.25535 6.75757 0.27204
C: 0.99415 -4.39543 4.64254
C: -4.25775 5.36667 0.06684
C: -1.55925 -0.43623 -2.00726
C: 1.65585 -2.81593 2.96164
C: -3.00125 -3.23393 4.89614
C: 1.49225 -1.62763 -1.98406
H: 5.66855 2.61997 1.81614
H: -4.80965 -1.13053 1.14974
H: 2.38565 2.54457 -7.76136
H: -3.35215 -3.75343 2.84014
H: 2.82335 0.95707 0.53364
H: -1.21175 0.65417 3.98704
H: -3.36425 -1.91233 -4.45666
H: -3.14355 -4.26683 5.21874
H: 7.15185 0.65607 1.63404
H: 0.47595 1.43667 1.52214
H: -2.97395 1.57947 5.48944
H: 2.22265 0.14767 -2.92656
H: 0.19905 2.09667 -6.90256
H: 0.84615 -5.41813 4.96254
H: 4.05015 -1.82593 3.20954
H: -6.62565 -1.31463 2.82414
H: -5.45685 -1.29423 4.14214
H: 2.02205 -2.62943 1.95934
H: 1.21145 -0.33843 -5.09696
H: 0.58935 -3.45293 -1.33756
H: 6.35715 -1.54583 2.40054
H: 1.40665 0.90587 -0.53656
H: -5.49175 -2.65473 3.01144
H: 0.12485 -0.28083 1.31234
H: -5.85215 2.93637 -1.71826
H: -2.20325 -2.80593 5.49444
H: -2.92025 -2.84693 -0.28206
H: 6.04275 1.35987 -2.58596
H: 0.72905 -1.22053 5.77224
H: 1.70905 -4.93563 2.69274
H: 7.13205 -2.60403 -1.44866
H: 1.77955 2.73877 -2.28276
H: 3.54065 1.65107 -6.76356
H: -0.17575 -2.35993 -5.40076
H: -0.49205 -3.92063 -3.49486
H: 3.53065 3.40747 -6.72376
H: -1.85665 0.03827 -4.07896
H: -4.75415 0.22937 2.24764
H: 0.35635 -3.55203 6.49634
H: -3.91965 -3.38843 -2.50376
H: -2.67665 4.99697 1.47764
H: 3.35525 2.34317 2.63424
H: 4.88255 -2.93173 -0.47476
H: 3.38465 2.91217 -4.16836
H: 7.70235 -0.46193 -2.53406
H: -3.42585 1.67417 3.79024
H: -1.38435 2.00527 -5.00036
H: -3.91795 -2.68713 5.08974
H: 3.80745 1.03027 -1.63276
H: -4.14155 0.43087 4.83334
H: -1.83755 -0.59883 5.07824
H: -1.65915 -3.64443 3.28444

Entry 5:
Formula: C5H7N2P
Source: OMol25
Level of theory: ωB97M-V/def2-TZVPD

Energy above the lowest of the compared OMol25 structures with the same formula, charge and spin (kJ/mol): 168.16
E_LUMO (eV): 0.4
SMILES: CPc1cnccn1
Spin multiplicity: 1
Max |F| (eV Å⁻¹): 5.4
Frontier orbital gap (eV): 9.151

Cartesian coordinates (Å):
P: -1.55197 -1.55711 0.44775
N: 0.86133 0.12388 -0.29207
N: -0.15839 2.64854 0.57012
C: -0.89101 1.51436 0.67585
C: 0.97231 2.44625 -0.04379
C: 1.55345 1.22753 -0.34966
C: -0.32293 0.29251 0.24299
C: -0.51932 -2.58560 -0.56259
H: 0.59567 -2.47708 -0.42594
H: -0.69003 -3.55243 -0.31286
H: 1.49216 3.30852 -0.35086
H: 2.47596 1.25117 -0.81690
H: -1.79894 1.61108 1.06446
H: -0.82257 -2.24822 -1.63435
H: -1.19570 -2.00339 1.78786

Entry 6:
Formula: C16H24NO4PSc
Source: OMol25
Level of theory: ωB97M-V/def2-TZVPD

Energy above the lowest of the compared OMol25 structures with the same formula, charge and spin (kJ/mol): 0.00
Total charge: +3
E_LUMO (eV): -10.4
Spin multiplicity: 1
Max |F| (eV Å⁻¹): 1.6
Frontier orbital gap (eV): 8.960

Cartesian coordinates (Å):
Sc: 0.32597 -0.45547 0.52879
P: -0.00612 0.53391 -2.34473
O: -1.49211 0.52835 -2.75305
O: 0.08399 -0.94530 -1.43824
O: -0.18341 1.17954 -0.74898
O: 1.31250 -2.07039 1.49973
N: 2.41744 -0.03325 0.52556
C: 2.86351 1.16450 0.03576
C: -3.96464 1.87772 1.21509
C: 4.67176 -0.77729 0.78422
C: -3.18174 -0.47619 0.69291
C: -2.40531 -1.58993 0.97221
C: 2.76665 -2.19361 1.51084
C: -1.40284 -1.50685 1.91361
C: -1.92015 0.81281 2.28056
C: -2.99687 0.71575 1.37050
C: -2.03345 0.81369 -4.12390
C: 5.11805 0.43604 0.27892
C: -0.34839 -2.23650 -2.02214
C: 3.31637 -0.96326 0.89244
C: -0.22831 2.66204 -0.61849
C: -1.14964 -0.30973 2.56562
C: 4.19869 1.40875 -0.10719
H: 0.12327 -3.01863 -1.46653
H: -1.27038 0.99402 -4.88225
H: -4.05883 2.18609 0.16694
H: 5.34809 -1.58910 1.07720
H: -3.91920 -0.59114 -0.09618
H: -2.57448 -2.52164 0.48341
H: -0.43380 -0.27742 3.36146
H: 0.00035 -2.32733 -3.04458
H: -2.71935 1.65915 -4.00708
H: 0.06814 2.94299 0.38300
H: -0.93676 -2.44101 2.24599
H: -1.26612 2.99515 -0.78180
H: 3.10912 -2.31012 2.52186
H: 6.18751 0.59534 0.22159
H: -4.95892 1.60379 1.56499
H: 2.14309 1.89897 -0.25358
H: -1.83690 1.68388 2.94312
H: 4.53708 2.39584 -0.40327
H: -2.61741 -0.03405 -4.38170
H: 0.39815 3.12353 -1.39444
H: 3.03020 -3.08740 0.97436
H: 0.96586 -2.82812 1.99923
H: -3.64142 2.70504 1.85013
H: -1.43920 -2.33316 -1.99192

Entry 7:
Formula: H19O10Pb
Source: OMol25
Level of theory: ωB97M-V/def2-TZVPD

Energy above the lowest of the compared OMol25 structures with the same formula, charge and spin (kJ/mol): 0.00
Total charge: +1
E_LUMO (eV): -4.8
Spin multiplicity: 1
Max |F| (eV Å⁻¹): 2.7
Frontier orbital gap (eV): 8.334

Cartesian coordinates (Å):
Pb: 1.86700 -0.52343 1.27240
O: -0.35600 0.23857 -3.26760
O: 1.69100 -2.21643 -0.34460
O: -0.87600 -2.40643 0.86440
O: -2.47000 0.12657 1.51840
O: -2.19600 -0.57043 -1.37760
O: 0.40100 -0.02743 3.08340
O: -0.03400 0.00757 0.19240
O: -0.74600 2.36257 0.88840
O: 3.00800 0.48957 -0.61560
O: 0.73200 2.31857 -1.89260
H: -2.59900 -1.35043 -0.97860
H: -1.05900 2.34957 1.83540
H: 0.05300 0.85557 3.27940
H: 0.47500 1.83257 -1.08460
H: -0.05400 -0.74143 3.61040
H: -2.34300 -0.36443 2.29740
H: 3.78400 0.29357 -1.13960
H: -0.92500 -2.75843 -0.00960
H: -0.45600 1.46057 0.81440
H: 0.48900 3.22657 -1.75460
H: 0.14000 0.89157 -2.73260
H: 3.08900 1.45857 -0.55160
H: 0.10400 -0.21043 -0.72160
H: -1.61600 0.19757 1.13440
H: -1.46800 -0.32843 -0.73360
H: -0.72000 -1.48243 0.82140
H: -1.03800 -0.15943 -2.75360
H: 1.94300 -1.92943 -1.21760
H: 1.18000 -3.04043 -0.43660

Entry 8:
Formula: C18H27CeN2O3P
Source: OMol25
Level of theory: ωB97M-V/def2-TZVPD

Total charge: +4
E_LUMO (eV): -16.6
Spin multiplicity: 1
Max |F| (eV Å⁻¹): 9.8
Frontier orbital gap (eV): 5.502

Cartesian coordinates (Å):
Ce: -0.00455 0.03683 1.00675
P: -0.04977 -0.05558 -1.71284
O: 3.53918 0.20977 1.09653
O: -0.49330 3.57909 0.88947
O: -3.46043 -0.88890 0.97124
N: -0.03725 -0.03920 8.67288
N: 0.08794 0.11690 3.28859
C: -2.20163 1.77410 -1.64929
C: -0.65321 -0.84404 3.89297
C: -0.71157 -0.91128 5.28417
C: -0.01991 -0.01888 7.49970
C: 0.26267 -1.77673 -2.28806
C: 2.53455 0.49950 -2.67267
C: 0.01373 0.01742 6.04963
C: 2.39273 0.01439 0.98132
C: 0.78327 0.99094 5.39680
C: 0.80810 1.01191 4.00665
C: 1.43551 -2.45606 -1.54203
C: 1.13132 1.10925 -2.50326
C: -2.35304 -0.57315 0.94141
C: -1.02003 -2.63411 -2.21373
C: 1.25382 2.46542 -1.77501
C: -1.86237 0.32532 -3.72101
C: -0.34090 2.41986 0.96095
C: -1.75789 0.40148 -2.19323
H: 1.70795 3.15799 -2.49805
H: -0.74812 -3.69744 -2.24037
H: 0.31730 -2.33711 0.75225
H: -1.68177 -2.43853 -3.06563
H: -1.55619 2.58200 -2.02037
H: 3.12951 1.21203 -3.26039
H: 1.08587 -3.12573 -0.74254
H: 1.93146 2.42469 -0.90547
H: -2.40406 -0.36802 -1.73835
H: 0.54826 -1.60860 -3.34304
H: 0.31306 2.91955 -1.44710
H: -1.32216 -1.68366 5.75240
H: 3.05303 0.35222 -1.71111
H: 1.36588 1.73691 5.93995
H: 0.26040 -2.27166 1.55708
H: -1.60027 -2.48215 -1.28910
H: 2.18013 -1.78017 -1.09625
H: -1.16482 -1.51470 3.18373
H: 1.97280 -3.08556 -2.26358
H: -1.23215 -0.45120 -4.17787
H: -2.26013 1.85361 -0.55344
H: 0.66501 1.25742 -3.49501
H: 2.51275 -0.45605 -3.20896
H: -1.60205 1.29520 -4.16619
H: -3.21853 1.95101 -2.02757
H: -2.90401 0.08782 -3.97732
H: 1.37386 1.69589 3.37436